# 1
# C13H17NSi

A cluster of 2 separate species, C13H17NSi in total in a non-equilibrium geometry (the ωB97M-V functional and the def2-TZVPD basis, OMol25).

Last column: Löwdin charge in e.
Geometry (Å):
H -0.882 2.911 2.388  0.123
C -1.441 2.849 1.418  -0.205
H -1.889 0.892 0.288  0.146
C 1.078 -1.218 1.336  -0.104
H 2.034 -0.693 1.206  0.098
C 0.667 -1.680 2.594  -0.122
C -0.562 2.371 -0.804  -0.524
C 2.630 -0.655 -1.821  -0.190
H -0.203 1.128 0.971  0.063
H 1.455 -1.670 3.376  0.118
C -0.022 -1.951 -2.773  -0.189
H 3.156 -0.623 -0.767  0.062
H -2.212 -2.944 1.655  0.058
H 3.138 -1.426 -2.357  0.017
N 0.008 1.834 -1.788  0.096
Si 0.785 -0.816 -1.467  0.828
C 0.328 -1.486 0.186  -0.324
H 0.702 -2.654 -3.067  0.001
H -0.855 -2.530 -2.346  0.016
H -1.581 -2.311 -0.365  0.075
C -0.671 3.753 -0.612  -0.082
H -0.572 -2.874 3.805  0.140
H -2.452 2.507 1.618  0.100
C -0.472 -2.353 2.780  -0.094
C -1.320 -2.498 1.674  -0.044
H 2.929 0.243 -2.229  -0.016
H -1.382 5.006 1.074  0.123
C -1.192 4.011 0.582  -0.106
H -0.399 -1.454 -3.681  0.037
C -0.905 -2.066 0.394  -0.103
C -1.006 1.638 0.508  -0.121
H -0.354 4.461 -1.388  0.120

Computed properties:
Gap between HOMO and LUMO (spin up / spin down) = 7.38 / 6.87 eV
LUMO energy (spin up / spin down) = -0.08 / -0.03 eV
2S+1 = 1
HOMO energy (spin up / spin down) = -7.46 / -6.90 eV
Strongest force on any atom = 4.3 eV/Å

=====

# 2
# C13H18B4Ca2F16O12

A structure of composition C13H18B4Ca2F16O12 in a non-equilibrium geometry (the ωB97M-V functional and the def2-TZVPD basis, OMol25).

Last column: Löwdin charge in e.
Geometry (Å):
F -0.689 1.600 2.505  0.099
B -2.927 -0.782 7.839  -1.476
H 1.581 7.495 2.095  0.138
H -2.580 -5.072 -5.483  0.147
O 6.726 -3.529 2.696  0.074
B 0.395 0.750 2.354  -1.449
H 0.796 1.928 -4.554  0.135
H 0.901 6.324 -0.008  0.141
C 7.148 -2.288 0.857  -0.136
C 1.701 7.062 -0.061  -0.134
C 5.585 -3.434 2.015  -0.495
H -1.103 1.253 -4.939  0.129
C 0.703 -0.339 -6.507  -0.513
F -4.663 6.784 4.227  0.071
C 7.767 -3.039 1.947  -0.157
H -2.227 -7.163 -6.725  0.078
B -3.403 7.145 4.695  -1.447
B -5.464 -1.385 2.075  -1.300
H -0.944 -0.097 -3.820  0.142
H 8.309 -2.378 2.624  0.145
H -4.299 -5.876 -4.445  0.138
F -6.257 -2.134 1.235  0.133
F -4.155 -1.092 8.368  0.125
O -1.235 -5.580 -3.910  0.101
C -1.496 -6.917 -5.955  -0.002
Ca -0.623 -4.027 3.960  1.952
F -6.109 -0.777 3.136  0.095
H -3.570 -7.406 -4.495  0.132
F 0.253 -0.053 1.262  0.123
O 0.938 -0.931 -7.545  0.138
O 1.342 8.199 -0.818  0.058
F -2.122 -0.275 8.809  0.142
O 1.506 0.527 -5.877  0.079
H 1.449 0.334 -3.792  0.141
C -0.479 0.400 -4.672  -0.183
Ca -4.758 2.954 3.647  1.909
F 0.546 -0.069 3.458  0.085
F 1.545 1.419 2.243  0.173
F -3.092 0.207 6.903  0.101
F -2.338 -1.867 7.309  0.129
H -1.118 -7.787 -5.418  0.083
F -3.490 7.989 5.766  0.150
O 1.639 10.502 -0.690  0.125
F -2.795 7.805 3.675  0.139
C -3.382 -6.389 -4.153  -0.173
C 0.945 0.850 -4.609  -0.115
H 7.511 -2.539 -0.139  0.140
C -2.179 -5.913 -4.918  -0.291
C -1.816 -5.716 -2.705  -0.500
F -2.743 5.990 4.937  0.130
F -5.124 -0.241 1.321  0.046
O 5.787 -2.643 0.905  0.063
O -0.441 -0.420 -5.755  0.046
H 3.160 7.155 1.361  0.129
O -1.258 -5.567 -1.649  0.130
F -4.302 -2.072 2.484  0.067
O -3.154 -6.088 -2.838  0.079
C 1.733 9.354 -0.269  -0.548
H 2.589 6.691 -0.574  0.132
O 4.473 -3.819 2.413  0.077
H -0.686 -6.507 -6.559  0.078
C 2.195 7.638 1.206  -0.106
H 8.295 -3.968 1.731  0.146
H 7.100 -1.206 0.980  0.144
O 2.401 9.027 0.842  0.066

Computed properties:
Gap between HOMO and LUMO = 4.11 eV
LUMO energy = -6.31 eV
2S+1 = 1
HOMO energy = -10.42 eV
Strongest force on any atom = 4.4 eV/Å

=====

# 3
# C13H18Cl2NO

The ion C13H18Cl2NO with charge +1 (the ωB97M-V functional and the def2-TZVPD basis, OMol25).

Last column: Löwdin charge in e.
Geometry (Å):
H -5.983 0.477 0.689  0.142
H -4.767 -0.147 -1.620  0.116
C -5.083 -0.766 -0.790  -0.188
C -2.014 -0.440 0.455  -0.521
H 4.259 -0.207 1.575  0.121
Cl -2.892 3.414 0.158  0.787
C -2.025 1.934 0.180  -0.557
C -0.664 1.936 -0.031  -0.058
H 4.261 1.269 0.599  0.111
H -4.948 -0.791 1.368  0.104
C 1.535 0.805 -0.285  -0.085
O -4.062 0.945 0.616  -0.074
H 2.069 -0.846 0.806  0.188
H 3.990 -1.554 -0.539  0.142
H 6.564 0.539 1.054  0.085
C -5.049 -0.079 0.544  -0.200
H 3.804 -0.046 -1.447  0.143
C -5.497 -2.004 -0.976  0.001
H 1.709 1.180 -1.298  0.153
C 0.047 0.739 -0.020  -0.215
C 4.488 0.203 0.589  -0.238
C 5.976 0.020 0.304  -0.085
H -5.822 -2.624 -0.157  0.068
N 2.204 -0.512 -0.157  0.038
H -0.157 -1.400 0.270  0.093
C -2.758 0.745 0.421  -0.303
H -5.537 -2.445 -1.956  0.063
Cl -2.698 -1.994 0.807  0.786
H 6.249 -1.032 0.326  0.083
C -0.639 -0.435 0.227  -0.085
C 3.661 -0.515 -0.471  -0.143
H 1.715 -1.165 -0.782  0.182
H 6.234 0.425 -0.671  0.084
H 1.995 1.502 0.418  0.141
H -0.164 2.872 -0.212  0.122

Computed properties:
Gap between HOMO and LUMO = 8.58 eV
LUMO energy = -3.07 eV
Charge = +1
2S+1 = 1
HOMO energy = -11.65 eV
Strongest force on any atom = 0.9 eV/Å

=====

# 4
# C13H18Cl3N3O4PbS4

A structure of composition C13H18Cl3N3O4PbS4 in a non-equilibrium geometry (the ωB97M-V functional and the def2-TZVPD basis, OMol25).

Last column: Löwdin charge in e.
Geometry (Å):
C 0.757 3.556 -1.227  -0.010
S -1.932 -3.360 -2.620  0.371
N 0.742 0.722 -3.162  -0.009
S -3.140 -4.253 -1.091  0.123
C 1.118 4.892 -1.292  -0.073
H -0.052 -2.866 1.962  -0.209
S -0.732 -4.165 1.281  0.576
Cl 0.458 -1.802 2.091  0.390
O -3.220 -2.431 1.880  0.136
H 2.846 2.301 -3.578  0.116
N 1.008 -0.518 2.255  -0.326
H 0.328 -1.764 0.815  -0.180
C -0.616 1.165 2.470  -0.112
H -0.813 1.656 1.518  0.075
H 2.381 6.348 -2.229  0.103
H 1.838 -3.749 1.891  0.055
C 2.373 3.041 -2.948  -0.012
Cl 2.139 -2.675 -0.871  -0.046
H 0.444 -2.156 3.413  0.167
C 0.986 0.862 2.483  -0.178
H -0.831 1.847 3.292  0.089
H -2.586 -1.454 -3.820  0.036
H -2.469 0.061 1.938  0.108
H 3.515 4.694 -3.676  0.106
C -3.047 -1.979 -2.987  -0.951
N 0.939 1.281 -2.045  -0.230
H 0.616 5.612 -0.661  0.106
C 1.747 -2.666 1.943  -0.215
H 1.420 1.090 3.457  0.102
C -1.021 -1.487 2.241  -0.386
Cl -3.308 -0.810 -1.663  0.495
O 0.707 0.753 -0.858  -0.248
O -1.553 -3.868 2.741  -0.363
H -1.963 -0.177 3.607  0.116
Pb -0.118 -1.466 -1.049  1.047
C 2.105 5.304 -2.178  -0.084
O 0.258 -0.462 -3.137  -0.302
H -0.016 3.215 -0.552  0.111
C -2.095 -2.570 2.216  -0.530
H 2.768 -2.303 2.045  0.072
C -1.601 -0.088 2.579  -0.091
H 1.480 1.394 1.672  0.093
C 2.737 4.377 -2.994  -0.074
S -1.953 -5.378 0.165  0.191
H -4.023 -2.375 -3.249  0.028
C 1.379 2.649 -2.067  -0.179

Computed properties:
Gap between HOMO and LUMO = 6.97 eV
LUMO energy = -1.37 eV
2S+1 = 1
HOMO energy = -8.34 eV
Strongest force on any atom = 8.9 eV/Å

=====

# 5
# C13H18Cl3N3O4PbS4

A structure of composition C13H18Cl3N3O4PbS4 (the ωB97M-V functional and the def2-TZVPD basis, OMol25).

Last column: Löwdin charge in e.
Geometry (Å):
O -3.050 1.784 1.730  -0.263
N 3.115 0.095 -0.771  -0.043
H -5.536 -0.768 0.779  0.110
H -0.048 2.044 -3.331  -0.006
C -5.440 -2.693 -0.174  -0.076
H 3.857 1.447 0.723  0.155
H 0.425 1.022 3.291  -0.008
S 0.428 4.521 -1.472  -0.060
C 3.583 0.400 0.589  -0.240
H 5.704 -0.039 0.597  0.119
O 2.597 0.171 2.782  0.099
Cl -0.153 -0.193 -2.626  0.541
C -3.546 -1.277 0.164  -0.156
H 3.381 -1.589 -2.021  0.110
O -1.684 0.145 0.341  -0.269
C -3.268 -3.383 -0.928  -0.069
Pb -0.861 2.174 1.079  0.936
C 4.508 -1.689 -0.135  -0.160
H -1.666 -1.988 -0.548  0.096
H -5.046 -4.559 -1.162  0.104
H -2.627 -4.111 -1.409  0.107
O 1.269 -0.119 1.018  0.024
H 4.806 -0.845 1.888  0.117
H -0.884 2.190 3.822  0.012
H -1.263 1.091 -4.242  0.026
H 3.023 0.912 -1.358  0.074
C -0.014 2.008 3.202  -0.707
C -2.721 -2.200 -0.451  -0.015
C 4.768 -0.540 0.845  -0.119
C -4.623 -3.635 -0.789  -0.084
C -0.837 1.307 -3.272  -0.990
Cl -2.123 1.971 -2.256  0.535
H 3.752 -2.368 0.266  0.118
N -2.941 -0.062 0.659  -0.211
Cl 1.181 3.261 3.402  0.543
S 1.096 2.817 -0.618  0.004
H 1.469 -0.163 0.049  0.068
H -6.501 -2.878 -0.068  0.106
N -3.652 0.729 1.349  0.007
C 3.967 -0.954 -1.357  -0.188
H 5.405 -2.260 -0.367  0.111
S -1.913 4.530 0.672  0.016
C -4.909 -1.507 0.303  -0.016
H 4.797 -0.532 -1.932  0.116
C 2.452 0.140 1.590  -0.506
S -0.277 5.594 0.145  -0.065

Computed properties:
Gap between HOMO and LUMO = 6.58 eV
LUMO energy = -1.57 eV
2S+1 = 1
HOMO energy = -8.15 eV
Strongest force on any atom = 0.8 eV/Å

=====

# 6
# C13H18ClN3O2S2

An isolated molecule of C13H18ClN3O2S2 in a non-equilibrium geometry (the ωB97M-V functional and the def2-TZVPD basis, OMol25).

Last column: Löwdin charge in e.
Geometry (Å):
H 5.453 2.257 1.800  0.113
Cl 5.487 0.915 -1.193  0.466
C -1.466 1.125 0.084  -0.059
H 4.562 3.295 0.412  0.134
C 0.018 -2.091 -0.062  -0.621
H -0.724 1.528 0.478  0.032
S -4.023 1.203 -0.197  0.799
C 4.511 2.562 1.315  -0.040
H 3.571 -1.129 -1.537  0.153
H -1.612 1.894 -0.640  0.097
H -5.332 0.852 -2.083  0.122
H 2.168 1.872 2.335  0.172
H -2.152 -0.362 2.220  0.211
H 0.757 -0.342 1.641  0.123
C 3.229 -0.619 -0.577  -0.109
C 3.944 0.432 -0.064  -0.400
H -2.180 -2.546 0.946  0.012
C -2.773 -0.465 1.097  -0.205
H 4.021 3.095 1.887  -0.032
O -3.629 2.775 -0.809  -0.411
C 2.116 -1.005 -0.126  -0.409
N -2.763 0.744 0.598  -0.300
H -4.688 -0.695 -1.431  0.091
N -0.965 -1.214 -0.112  -0.180
H 0.237 0.255 -1.185  0.133
H -3.730 0.447 -2.223  0.014
C -4.469 0.362 -1.567  -0.170
S -0.246 -3.848 0.167  0.567
C -2.178 -1.817 0.325  -0.087
C 3.788 1.376 0.815  -0.411
N 1.406 -1.996 -0.397  0.026
H -2.816 -1.780 -0.388  0.055
H -3.798 -0.496 1.434  0.105
C 1.742 -0.060 1.065  0.070
C 2.610 1.151 1.440  -0.021
C -0.738 -0.102 -0.857  -0.052
H -1.411 -0.502 -1.751  0.176
H 1.905 -2.875 -0.684  0.152
O -5.163 1.154 0.770  -0.318

Computed properties:
Gap between HOMO and LUMO = 8.27 eV
LUMO energy = -0.06 eV
2S+1 = 1
HOMO energy = -8.33 eV
Strongest force on any atom = 12.3 eV/Å

=====

Record order is preserved below.
Energy above the lowest of the compared OMol25 structures with the same formula, charge and spin: 2.073; 0.000; 1.536; 22.465; 0.000; 13.336 eV